1.
The following is a quantum chemistry calculation of C21H27FN2O2 in the gas phase, from the OMol25 dataset.

The geometry in ORCA input format:
```
! RIJCOSX wB97M-V def2-TZVPD def2/J DEFGRID3
* xyz 0 1
C 6.19124 2.14390 -2.26707
C 5.46641 0.89815 -1.90111
C 5.90719 -0.31207 -1.45750
C 4.75611 -1.12042 -1.28118
C 3.69106 -0.34676 -1.63039
O 4.11785 0.88442 -2.00635
C 2.22586 -0.63142 -1.64049
N 1.68866 -0.56841 -0.27765
C 1.72777 0.77740 0.27203
H 2.71770 1.20161 0.10029
C 0.65935 1.70650 -0.31642
N -0.65645 1.12055 -0.13551
C -0.71821 -0.19683 -0.74548
H -1.71482 -0.60765 -0.57253
C 0.33636 -1.09719 -0.08771
C 0.18316 -2.56486 -0.49253
C 1.08715 -3.48220 0.33912
H 0.90752 -4.52590 0.06565
O 2.45552 -3.25775 0.13671
H 2.60841 -2.30495 0.24506
H 0.83396 -3.35782 1.40408
H -0.85386 -2.85747 -0.31844
H 0.39224 -2.70542 -1.55335
H 0.16286 -1.03836 0.99611
H -0.55358 -0.15204 -1.83797
C -1.72588 1.98177 -0.60057
C -3.05005 1.63660 0.00985
C -3.18543 0.94366 1.13798
C -4.42941 0.59163 1.80541
C -4.36624 -0.02551 3.05763
C -5.51059 -0.37535 3.74656
C -6.73897 -0.10794 3.17064
C -6.84310 0.49459 1.92959
C -5.68905 0.83994 1.25514
H -5.77118 1.30469 0.28543
H -7.81774 0.68458 1.50796
F -7.86601 -0.44613 3.83413
H -5.46324 -0.84874 4.71467
H -3.40079 -0.22858 3.49743
H -2.28300 0.60798 1.63142
H -3.90529 2.02622 -0.52404
H -1.81659 1.96375 -1.70371
H -1.48048 3.01307 -0.31877
H 0.69040 2.66202 0.21296
H 0.87775 1.90260 -1.38193
H 1.56842 0.69639 1.35111
H 2.08134 -1.64416 -2.01723
H 1.74137 0.07547 -2.32896
H 4.72223 -2.13706 -0.94783
H 6.92436 -0.59580 -1.28021
H 5.82172 2.98587 -1.68278
H 7.25266 2.01670 -2.07788
H 6.04334 2.37676 -3.32132
*
```

Calculated values
- Strongest force on any atom: 0.017 hartree/bohr
- Kohn-Sham gap: 9.03 eV
- SMILES string: Cc1ccc(CN2CCN(C/C=C/c3ccc(F)cc3)C[C@H]2CCO)o1
- E_HOMO: -0.304 Ha

2.
The following is a quantum chemistry calculation of a gas-phase ion, C21H27FN3O3 (charge +1), from the OMol25 dataset.

The geometry in ORCA input format:
```
! RIJCOSX wB97M-V def2-TZVPD def2/J DEFGRID3
* xyz 1 1
C -4.08846 -2.45944 -1.21288
C -5.50993 -2.40275 -0.67744
N -5.86580 -1.06677 -0.13883
C -6.04529 -0.05970 -1.21358
H -7.11046 0.13260 -1.35657
H -5.64748 -0.46048 -2.14691
C -5.33104 1.26068 -0.89899
N -3.88251 1.15480 -0.91728
C -3.18130 0.62401 0.10996
O -3.76007 -0.08396 0.95446
C -1.74154 0.85403 0.15945
C -1.09716 1.87943 -0.54137
C 0.26595 2.04517 -0.45315
C 1.02982 1.18428 0.34168
C 0.38973 0.16703 1.05929
C -0.97166 0.01092 0.97156
H -1.46870 -0.76976 1.52675
H 0.97503 -0.49671 1.67731
N 2.39755 1.30016 0.46065
C 3.25048 2.14894 -0.18236
O 2.93730 2.98781 -0.99141
C 4.70810 1.93776 0.24870
O 4.87983 0.73329 0.96364
C 5.35051 -0.36586 0.28197
C 4.66379 -1.57010 0.43217
C 5.10244 -2.74263 -0.14584
C 6.25572 -2.71925 -0.91166
C 6.94922 -1.53344 -1.08172
C 6.50617 -0.36401 -0.48846
H 7.06780 0.54977 -0.60792
H 7.85049 -1.51618 -1.67398
H 6.61080 -3.62730 -1.37179
H 4.53930 -3.64985 0.00365
F 3.51869 -1.57061 1.16121
H 5.34086 1.99771 -0.64093
H 4.98033 2.75969 0.92009
H 2.84870 0.64848 1.09950
H 0.75551 2.84032 -0.99046
H -1.65578 2.58588 -1.13806
H -3.38301 1.69761 -1.60243
H -5.64333 1.62596 0.08387
H -5.62471 1.99629 -1.64814
C -7.03151 -1.16545 0.77025
C -7.30228 0.11298 1.54523
H -8.07457 -0.08492 2.28343
H -6.40949 0.43414 2.07624
H -7.65871 0.91632 0.90665
H -7.91004 -1.45442 0.18580
H -6.81838 -1.96251 1.48477
H -4.99982 -0.69070 0.45157
H -6.23125 -2.67147 -1.45434
H -5.60104 -3.12576 0.13446
H -3.88647 -3.46495 -1.57042
H -3.92560 -1.77403 -2.04047
H -3.37505 -2.23170 -0.42551
*
```

Calculated values
- Strongest force on any atom: 0.014 hartree/bohr
- Kohn-Sham gap: 8.47 eV
- SMILES string: CC[NH+](CC)CCNC(=O)c1ccc(NC(=O)COc2ccccc2F)cc1
- E_HOMO: -0.403 Ha

3.
The following is a quantum chemistry calculation of 2 unconnected molecules or ions with the total composition C21H27N3O4 in a non-equilibrium geometry, from the OMol25 dataset.

The geometry in ORCA input format:
```
! RIJCOSX wB97M-V def2-TZVPD def2/J DEFGRID3
* xyz 0 1
O -3.04667 0.27794 -1.28362
O 0.41380 -3.49434 -4.94991
O 1.98233 -2.28983 -0.54123
N -2.77708 2.75004 5.38207
O -5.17489 -0.37127 -0.90339
C -3.98037 0.12913 -0.51165
C 1.34176 -2.77858 -4.61014
C 2.84897 -1.96694 -1.33905
C -2.53828 3.03901 6.67056
C -3.20878 1.51789 5.05308
C -2.70030 2.09609 7.68832
C -3.39163 0.53030 6.03332
C -3.12963 0.81109 7.37181
C -4.75311 0.13253 1.87561
C -2.68419 1.24591 1.32402
C -4.56958 0.46108 3.22389
C -2.51444 1.59551 2.66636
C -3.80576 0.50696 0.90551
C -3.44285 1.19279 3.63675
N 4.12507 -2.05660 -0.94500
N 1.44939 -2.35837 -3.35028
C 2.38896 -2.38470 -5.63390
C 5.35069 -1.79895 -1.70241
C 2.87066 2.41675 -2.40310
C 0.66201 0.25355 -2.16010
C 3.12261 0.91624 -2.21760
C 2.03240 0.00023 -2.81803
C 2.48022 -1.48567 -2.76114
H -5.06041 -0.55153 -1.84858
H -2.19728 4.03707 6.92812
H -2.48711 2.37410 8.71454
H -3.71309 -0.46324 5.74275
H -3.25786 0.05405 8.14172
H -5.63405 -0.43320 1.58354
H -1.93366 1.55165 0.59925
H -5.31498 0.14956 3.94984
H -1.64028 2.16847 2.96484
H 4.22997 -2.39104 0.00141
H 0.72474 -2.68083 -2.72385
H 3.35366 -2.78920 -5.33799
H 2.43741 -1.30177 -5.71250
H 2.10702 -2.80301 -6.59896
H 5.50461 -0.72700 -1.82781
H 6.20363 -2.20183 -1.15353
H 5.31381 -2.28499 -2.67834
H 3.75021 2.97450 -2.08055
H 2.02123 2.73791 -1.80076
H 2.67742 2.63574 -3.45346
H -0.10331 -0.38371 -2.60339
H 0.70965 0.04879 -1.09009
H 0.34700 1.28495 -2.31135
H 3.23592 0.71665 -1.15149
H 4.06575 0.69090 -2.71398
H 1.93154 0.26396 -3.87174
H 3.37715 -1.56475 -3.36842
*
```

Calculated values
- Strongest force on any atom: 0.042 hartree/bohr
- Kohn-Sham gap: 9.13 eV
- SMILES string: CC[C@H](C)[C@H](NC(C)=O)C(=O)NC.O=C(O)c1ccc(-c2ccccn2)cc1
- E_HOMO: -0.332 Ha

4.
The following is a quantum chemistry calculation of C21H27N3O6S2 in the gas phase in a non-equilibrium geometry, from the OMol25 dataset.

The geometry in ORCA input format:
```
! RIJCOSX wB97M-V def2-TZVPD def2/J DEFGRID3
* xyz 0 1
C 0.12159 -0.91603 2.08401
H 0.38526 0.04326 2.54236
O 1.20901 -1.42881 1.35074
C 2.33968 -1.69251 2.15193
C 3.52327 -2.04135 1.24383
N 3.78737 -1.04620 0.23858
S 3.38733 -1.37348 -1.33747
O 3.79723 -0.21315 -2.08891
O 3.95876 -2.64528 -1.65930
C 1.60141 -1.53301 -1.48618
C 0.88376 -0.49519 -2.04721
C -0.49990 -0.55077 -2.05743
C -1.12816 -1.65796 -1.52223
C -0.41010 -2.73583 -1.03988
C 0.97348 -2.67721 -1.02803
H 1.56403 -3.50295 -0.66824
H -0.94834 -3.59478 -0.67234
S -2.90571 -1.62178 -1.31038
O -3.39185 -2.95429 -1.10766
O -3.48575 -0.82617 -2.35593
N -2.93145 -0.81149 0.15756
C -3.83070 -1.31267 1.18828
H -4.22484 -2.27791 0.87597
C -4.89103 -0.22523 1.34608
H -5.39222 -0.26669 2.31050
C -4.05958 1.04255 1.15689
H -4.65704 1.90266 0.86348
H -3.52856 1.27905 2.07969
C -3.06230 0.64018 0.06478
H -2.08273 1.10783 0.19743
H -3.43979 0.89314 -0.92973
H -5.63228 -0.31260 0.55125
H -3.26094 -1.43743 2.11600
H -1.09411 0.24858 -2.47046
H 1.40807 0.33769 -2.48198
C 4.09933 0.30185 0.65590
C 2.85440 1.18848 0.80970
O 2.35360 1.42736 1.88920
N 2.42702 1.65452 -0.38478
C 1.30324 2.43744 -0.67263
C 0.33194 2.74616 0.27372
C -0.76600 3.50599 -0.09065
C -0.91131 3.96218 -1.38926
C 0.06134 3.66546 -2.33041
C 1.16286 2.91115 -1.97673
H 1.92811 2.69015 -2.70787
H -0.03692 4.02579 -3.34342
H -1.77213 4.55127 -1.66582
H -1.51430 3.74480 0.65071
H 0.44602 2.39991 1.28663
H 2.96759 1.34846 -1.19120
H 4.76945 0.73000 -0.09332
H 4.61808 0.25089 1.61641
H 3.33916 -2.96967 0.70459
H 4.41564 -2.17239 1.86797
H 2.14135 -2.53554 2.83219
H 2.57688 -0.80757 2.75811
H -0.69342 -0.78460 1.37431
H -0.18477 -1.61624 2.87066
*
```

Calculated values
- Strongest force on any atom: 0.021 hartree/bohr
- Kohn-Sham gap: 9.06 eV
- SMILES string: COCCN(CC(=O)Nc1ccccc1)S(=O)(=O)c1ccc(S(=O)(=O)N2CCCC2)cc1
- E_HOMO: -0.326 Ha

The calculation returns the following energy above the lowest of the compared OMol25 structures with the same formula, charge and spin values, one per record and in order: 1.4571, 0.0000, 0.4231, 0.5785 eV.